(1)
{"formula": "C33H47NO7S", "method": "the ωB97M-V functional and the def2-TZVPD basis", "elements": ["C", "C", "O", "C", "C", "C", "C", "C", "O", "C", "C", "O", "C", "C", "C", "C", "C", "C", "C", "C", "C", "C", "C", "C", "C", "C", "C", "C", "C", "C", "C", "O", "N", "C", "O", "H", "H", "H", "H", "H", "H", "H", "H", "H", "H", "H", "H", "H", "H", "H", "H", "H", "H", "H", "H", "H", "H", "H", "H", "H", "H", "H", "H", "H", "H", "H", "H", "H", "H", "H", "H", "H", "H", "H", "C", "C", "C", "S", "O", "O", "C", "H", "H", "H", "H", "H", "H", "H", "H"], "coordinates": [[1.692, -0.009, 1.584], [2.579, -1.027, 2.321], [2.421, -2.319, 1.764], [3.130, -2.444, 0.542], [2.289, -3.128, -0.502], [2.226, -2.660, -1.831], [2.965, -1.427, -2.319], [1.993, -0.499, -3.066], [2.364, 0.843, -2.838], [1.328, 1.763, -3.104], [1.305, 2.806, -1.980], [0.009, 3.343, -1.789], [-0.842, 2.579, -1.038], [-2.069, 3.153, -0.701], [-3.007, 2.432, 0.033], [-2.772, 1.122, 0.471], [-3.828, 0.352, 1.260], [-3.752, 0.926, 2.710], [-3.492, -1.137, 1.377], [-5.264, 0.611, 0.777], [-5.789, -0.141, -0.480], [-6.825, 0.806, -1.127], [-6.561, -1.405, -0.102], [-4.735, -0.429, -1.550], [-1.529, 0.578, 0.154], [-0.578, 1.293, -0.584], [1.431, -3.343, -2.761], [0.676, -4.453, -2.422], [0.730, -4.885, -1.112], [1.524, -4.255, -0.178], [1.356, -5.020, 1.116], [2.051, -5.082, 2.063], [0.142, -5.815, 0.971], [0.039, -6.034, -0.457], [-0.423, -7.000, -0.957], [2.279, 0.417, 0.772], [0.888, -0.565, 1.113], [1.309, 0.770, 2.235], [3.627, -0.723, 2.258], [2.311, -1.071, 3.372], [4.026, -3.049, 0.723], [3.477, -1.475, 0.205], [3.786, -1.725, -2.963], [3.313, -0.845, -1.477], [1.003, -0.662, -2.636], [1.966, -0.742, -4.131], [1.454, 2.258, -4.067], [0.351, 1.275, -3.127], [1.742, 2.413, -1.066], [1.939, 3.635, -2.282], [-2.305, 4.159, -1.011], [-3.939, 2.924, 0.265], [-4.321, 0.286, 3.380], [-4.168, 1.930, 2.712], [-2.708, 0.951, 3.011], [-4.345, -1.729, 1.688], [-3.044, -1.530, 0.471], [-2.731, -1.257, 2.149], [-5.912, 0.320, 1.606], [-5.440, 1.670, 0.620], [-7.302, 0.335, -1.983], [-6.279, 1.667, -1.519], [-7.543, 1.168, -0.395], [-7.331, -1.111, 0.610], [-7.074, -1.823, -0.965], [-5.938, -2.160, 0.370], [-5.255, -0.629, -2.487], [-4.195, -1.345, -1.324], [-4.056, 0.400, -1.719], [-1.265, -0.420, 0.470], [0.361, 0.802, -0.791], [1.391, -2.987, -3.780], [0.058, -4.962, -3.146], [-0.639, -5.229, 1.255], [6.184, 4.196, 1.830], [5.625, 3.316, 2.957], [4.301, 2.721, 2.460], [4.443, 2.620, 0.671], [3.477, 3.511, 0.081], [4.525, 1.236, 0.269], [6.063, 3.368, 0.554], [7.216, 4.487, 2.018], [5.588, 5.107, 1.741], [6.332, 2.513, 3.176], [5.478, 3.881, 3.876], [4.120, 1.723, 2.853], [3.455, 3.367, 2.685], [6.121, 3.956, -0.359], [6.796, 2.563, 0.531]], "mulliken_charge": [-0.216, -0.881, -0.311, -0.365, 0.424, 0.712, -0.322, -0.747, -0.280, -0.596, -0.032, -0.547, 0.389, -1.339, -0.046, -0.601, 3.143, -2.043, -2.368, -2.060, 2.380, -2.001, -1.844, -1.762, -0.334, 0.078, -0.126, -1.279, 0.129, 0.729, -0.119, -0.474, -0.352, -0.047, -0.507, -0.233, 0.007, 0.609, 0.394, 0.332, 0.376, 0.052, 0.437, -0.253, 0.564, 0.285, 0.372, 0.441, 0.031, 0.377, 0.470, 0.449, 0.509, 0.404, 0.433, 0.275, 0.411, 0.527, 0.401, 0.450, 0.472, 0.461, 0.418, 0.428, 0.444, 0.323, 0.547, 0.288, 0.270, 0.469, 0.155, 0.439, 0.512, 0.338, -0.556, -0.729, -0.430, 1.281, -0.714, -0.688, -0.846, 0.375, 0.279, 0.299, 0.357, 0.116, 0.414, 0.425, 0.349], "smiles": "CCOCc1c(CCOCCOc2ccc(C(C)(C)CC(C)(C)C)cc2)ccc2c1C(=O)NC2=O.O=S1(=O)CCCC1", "energy_ev": -61640.0445, "gap_ev": 8.301, "fmax_ev_per_a": 1.319}

=====

(2)
{"formula": "C33H48Cl3N4O2SW", "method": "the ωB97M-V functional and the def2-TZVPD basis", "elements": ["W", "C", "C", "C", "C", "C", "C", "C", "N", "C", "C", "C", "C", "C", "C", "O", "C", "C", "C", "C", "C", "C", "C", "C", "C", "O", "C", "C", "C", "C", "C", "C", "H", "H", "H", "H", "H", "H", "H", "H", "H", "H", "H", "H", "H", "H", "H", "H", "H", "H", "H", "H", "H", "H", "H", "H", "H", "H", "H", "H", "H", "H", "H", "H", "H", "H", "H", "H", "H", "H", "H", "H", "C", "N", "C", "S", "N", "C", "H", "H", "H", "H", "H", "H", "H", "H", "Cl", "C", "Cl", "Cl", "C", "N"], "coordinates": [[-0.032, -2.111, 0.073], [-3.116, 4.188, 0.158], [-3.489, 3.506, -1.188], [-2.736, 4.203, -2.330], [-4.988, 3.681, -1.403], [-3.056, 2.067, -1.029], [-1.697, 1.764, -0.854], [-1.302, 0.469, -0.554], [-0.052, -0.088, -0.344], [1.199, 0.508, -0.365], [1.588, 1.838, -0.324], [2.947, 2.182, -0.340], [3.900, 1.168, -0.491], [3.579, -0.182, -0.524], [2.221, -0.510, -0.372], [1.714, -1.735, -0.235], [4.600, -1.284, -0.760], [4.207, -1.972, -2.082], [4.553, -2.287, 0.405], [6.032, -0.765, -0.881], [3.356, 3.622, -0.131], [2.833, 3.990, 1.287], [2.692, 4.562, -1.147], [4.861, 3.862, -0.152], [-2.312, -0.560, -0.467], [-1.785, -1.747, -0.162], [-3.662, -0.296, -0.757], [-3.995, 1.030, -1.007], [-4.665, -1.429, -0.874], [-6.089, -0.950, -1.152], [-4.195, -2.304, -2.055], [-4.683, -2.259, 0.418], [-3.425, 5.228, 0.135], [-2.046, 4.149, 0.338], [-3.625, 3.688, 0.977], [-3.082, 5.229, -2.421], [-2.935, 3.691, -3.269], [-1.662, 4.224, -2.171], [-5.226, 4.739, -1.478], [-5.566, 3.275, -0.578], [-5.315, 3.218, -2.332], [-0.967, 2.543, -0.973], [0.848, 2.614, -0.216], [4.933, 1.452, -0.581], [3.176, -2.339, -2.056], [4.864, -2.817, -2.274], [4.307, -1.271, -2.909], [3.565, -2.731, 0.508], [4.816, -1.793, 1.339], [5.273, -3.079, 0.215], [6.146, -0.074, -1.711], [6.697, -1.605, -1.065], [6.356, -0.279, 0.036], [1.753, 3.894, 1.349], [3.100, 5.019, 1.510], [3.290, 3.339, 2.029], [1.609, 4.565, -1.069], [2.965, 4.268, -2.160], [3.042, 5.578, -0.980], [5.384, 3.292, 0.610], [5.057, 4.915, 0.034], [5.289, 3.635, -1.126], [-5.021, 1.271, -1.220], [-6.166, -0.421, -2.096], [-6.456, -0.309, -0.354], [-6.748, -1.813, -1.207], [-4.258, -1.742, -2.985], [-4.833, -3.179, -2.142], [-3.161, -2.642, -1.919], [-4.958, -1.639, 1.269], [-3.716, -2.721, 0.604], [-5.423, -3.050, 0.322], [2.224, -4.638, 2.531], [1.696, -4.338, 1.207], [0.353, -4.317, 0.929], [-0.090, -4.318, -0.813], [-0.524, -4.744, 1.860], [-1.949, -4.559, 1.740], [3.299, -4.467, 2.518], [2.055, -5.678, 2.828], [1.781, -3.963, 3.264], [2.299, -4.630, 0.438], [-0.185, -5.159, 2.721], [-2.252, -4.673, 0.696], [-2.244, -3.573, 2.125], [-2.462, -5.321, 2.325], [-0.681, -2.871, 5.169], [-0.084, -1.255, 4.592], [1.633, -1.032, 5.082], [-1.134, 0.037, 5.225], [-0.052, -1.310, 3.171], [0.007, -1.666, 2.047]], "mulliken_charge": [0.682, -1.466, 1.782, -1.471, -2.272, -1.033, -0.050, 0.840, 0.133, 0.848, -0.195, -0.903, 0.187, -1.045, 0.147, -0.355, 2.032, -1.487, -1.190, -2.256, 1.687, -1.484, -1.583, -2.243, 0.236, 0.220, -1.081, 0.300, 2.053, -2.319, -1.555, -1.565, 0.455, 0.310, 0.385, 0.486, 0.395, 0.187, 0.437, 0.459, 0.465, 0.810, 0.712, 0.928, 0.213, 0.440, 0.412, -0.207, 0.406, 0.553, 0.478, 0.428, 0.470, 0.325, 0.454, 0.366, 0.280, 0.399, 0.495, 0.463, 0.438, 0.466, 0.909, 0.457, 0.475, 0.438, 0.401, 0.445, 0.251, 0.389, 0.037, 0.555, -1.098, -0.072, 0.076, -0.214, 0.026, -1.130, 0.315, 0.431, 0.385, 0.414, 0.297, 0.372, 0.375, 0.480, -0.041, 0.712, -0.011, -0.024, 0.301, -1.459], "charge": 3, "energy_ev": -95257.6219, "gap_ev": [5.200, 5.197], "fmax_ev_per_a": 4.650}